# 1
Formula: C28H60F12N7O14S2
Source: the Open Molecules 2025 dataset
Level of theory: the ωB97M-V functional and the def2-TZVPD basis

Calculated values
Orbital gap ... 1.081 eV
Charge ... +3
HOMO ... -9.7 eV

Each line ends with the Mulliken charge.
Geometry (Å):
C  1.730684  -1.310720  -0.088182  0.280
F  1.810361  -1.622238  -1.388377  -0.028
F  1.869478  -2.497712  0.533244  -0.219
F  2.649765  -0.481464  0.321013  0.412
S  -0.117602  -0.790166  0.183848  -0.226
O  -0.479036  -0.155763  -1.039582  0.039
O  -0.890038  -2.010220  0.450097  -0.496
N  0.074981  0.097738  1.580772  -0.526
S  -0.192834  1.546843  1.208370  0.587
O  0.919879  2.126563  0.499192  -0.459
O  -1.505928  1.867919  0.648713  -0.474
C  -0.256624  2.368414  2.985138  0.296
F  -0.969439  3.499492  2.931757  -0.198
F  -0.866706  1.605400  3.923963  -0.205
F  0.968912  2.621878  3.406207  -0.153
C  5.636377  0.940968  -4.282928  -1.414
C  5.121861  -0.099444  -3.359550  0.421
O  4.835970  0.013796  -2.207141  -0.286
N  5.035854  -1.489408  -3.971310  0.010
H  4.924047  -1.295274  -4.964724  0.430
H  5.843957  -2.090461  -3.820414  0.388
C  3.739304  -2.242113  -3.590350  -0.886
H  6.651473  0.734900  -4.621107  0.456
H  5.691552  1.872371  -3.715871  0.306
H  4.906025  1.253389  -5.030891  0.437
H  3.594680  -3.200170  -4.088276  0.377
H  2.885574  -1.645354  -3.906044  0.308
H  3.791784  -2.382959  -2.515570  0.325
C  -3.520143  2.151986  5.144904  -1.127
C  -4.319537  1.602912  6.314112  0.478
O  -3.993772  1.461557  7.449322  -0.358
N  -5.828427  1.432680  6.013481  -0.135
H  -6.405347  2.190232  6.374890  0.341
H  -5.872252  1.463236  4.997897  0.364
C  -6.313529  0.038467  6.399274  -0.811
H  -2.575547  2.494548  5.558953  0.350
H  -4.020101  3.004411  4.673836  0.461
H  -3.436934  1.513305  4.263888  0.350
H  -7.261020  -0.147098  5.890056  0.392
H  -6.565050  -0.050736  7.452704  0.343
H  -5.644589  -0.716950  5.995076  0.326
C  -3.389065  4.275818  0.159826  -1.086
C  -4.308727  4.595193  1.293313  0.475
O  -3.967335  5.156371  2.316239  -0.458
N  -5.772909  4.626459  0.887068  -0.139
H  -5.861253  3.903049  0.176881  0.405
H  -6.277804  4.301384  1.708556  0.400
C  -6.324964  5.957297  0.410299  -0.756
H  -3.522917  3.302255  -0.310671  0.500
H  -2.390256  4.422139  0.566711  0.132
H  -3.448343  4.998076  -0.660547  0.480
H  -7.381009  5.843007  0.177803  0.368
H  -5.788620  6.256959  -0.487717  0.320
H  -6.140470  6.685162  1.197028  0.350
C  2.931866  -0.412140  3.528041  -0.425
C  1.808053  -0.880402  4.467439  0.236
O  1.783418  -0.653398  5.640711  -0.462
N  0.658727  -1.513705  3.715253  0.631
H  -0.216312  -1.495829  4.231746  0.404
H  0.558220  -0.800495  2.963053  0.044
C  1.028931  -2.949283  3.375062  -0.708
H  3.405600  -1.242195  3.001731  0.217
H  3.757166  -0.031738  4.126961  0.550
H  2.507033  0.366659  2.894424  -0.030
H  1.010352  -3.524611  4.298934  0.425
H  2.043647  -2.899710  2.991426  0.301
H  0.324517  -3.393337  2.676147  0.246
C  2.064191  2.874631  -2.345467  -0.107
C  1.678262  2.276224  -3.693848  -0.027
O  2.365688  1.532860  -4.317496  -0.443
N  0.394620  2.749460  -4.301814  -0.010
H  0.195499  3.686360  -3.956424  0.411
H  0.590639  2.874724  -5.295683  0.451
C  -0.785403  1.808953  -3.983314  -0.606
H  1.178763  2.820719  -1.712813  0.178
H  2.476066  3.868994  -2.522050  0.489
H  2.861944  2.214557  -2.009425  -0.217
H  -1.657177  2.295357  -4.412788  0.376
H  -0.830925  1.798660  -2.894594  0.161
H  -0.617226  0.791634  -4.330710  0.316
C  -3.324640  -3.219386  -1.343480  -0.625
C  -3.482942  -3.837387  0.018800  0.554
O  -3.104347  -4.891459  0.421465  -0.426
N  -4.413859  -3.047164  0.989797  -0.153
H  -5.039356  -2.441862  0.456648  0.407
H  -5.165026  -3.623410  1.373452  0.385
C  -3.734001  -2.408484  2.158883  -0.745
H  -4.343165  -2.996058  -1.674018  0.414
H  -2.797089  -3.870538  -2.051496  0.083
H  -2.821874  -2.255439  -1.241175  0.060
H  -3.108470  -1.535655  1.989677  0.190
H  -3.168449  -3.206782  2.636210  0.372
H  -4.530049  -2.103779  2.838900  0.397
C  -1.225845  -3.661524  -4.612956  0.027
O  -0.093258  -4.522926  -4.928919  -0.270
O  -2.261440  -4.398180  -4.147334  -0.893
C  -0.721634  -2.476388  -3.788391  0.607
F  -0.432311  -2.923977  -2.549491  -0.235
F  0.391047  -1.826929  -4.249999  -0.302
F  -1.626209  -1.497631  -3.681571  -0.238
C  0.079163  -4.969294  -6.288362  -0.295
C  1.268871  -5.953932  -6.305211  -1.086
H  1.335986  -6.341247  -7.320020  0.386
H  2.180831  -5.460777  -5.964226  0.190
H  1.090532  -6.715014  -5.546687  0.301
H  0.217912  -4.166712  -7.016466  0.318
H  -0.822360  -5.521991  -6.559192  0.322
H  -1.456261  -3.175609  -5.577565  0.228
C  6.827983  0.202960  1.041175  0.694
O  6.091527  1.421031  1.261396  -0.457
O  8.125166  0.607431  0.895071  -0.878
C  6.510689  -0.928680  2.076568  0.773
F  5.940862  -0.428934  3.209961  -0.299
F  5.565679  -1.810353  1.636838  -0.312
F  7.556215  -1.612630  2.512265  -0.277
C  4.775820  1.500750  0.776524  1.448
C  4.089602  2.719649  1.292988  -1.255
H  4.679966  3.583798  0.981093  0.459
H  3.099773  2.938069  0.875751  0.055
H  3.828203  2.700245  2.351764  0.303
H  4.140438  0.683295  1.147971  -0.525
H  4.764109  1.458330  -0.318053  -0.126
H  6.521626  -0.146280  0.041716  -0.445

Forces on the atoms, in the same order (eV/Å):
C -1.4 -2.1 -0.5
F 0.3 1.1 0.3
F 0.2 0.5 0.6
F -0.6 0.0 -0.5
S 0.7 -3.6 -0.1
O 0.0 1.3 0.1
O 1.2 1.7 0.8
N -1.0 -2.6 -1.0
S -0.7 4.9 -0.1
O -0.5 0.2 0.5
O 0.5 -0.5 0.9
C 0.3 -0.1 -0.5
F 0.3 -0.2 -0.3
F 0.2 -0.4 -0.5
F -0.2 0.0 -0.2
C -0.2 1.3 0.6
C 0.4 0.3 1.9
O -0.2 -0.3 -1.3
N -2.0 -0.6 -1.1
H 0.6 -0.4 -0.3
H 0.3 0.2 0.1
C 0.2 0.3 0.4
H -0.2 -0.2 -0.5
H 0.3 -0.2 0.4
H 0.2 -0.8 -0.6
H 0.8 0.0 -0.2
H 0.2 0.3 0.3
H -0.2 0.1 -0.1
C -0.6 0.1 0.2
C 0.6 1.3 1.5
O -0.3 -0.2 -1.6
N 0.4 -1.6 -0.9
H 0.0 0.1 0.4
H -0.4 0.2 -0.1
C -1.3 0.1 -0.3
H 0.1 -0.3 -0.3
H -0.2 0.3 0.6
H 0.4 -0.6 0.5
H 0.0 0.4 -0.1
H 0.7 0.1 0.1
H 0.4 0.2 0.5
C 0.5 -0.2 0.1
C 1.9 3.3 0.6
O -1.6 -1.9 -1.7
N -0.1 -0.7 0.4
H -0.4 0.0 -0.3
H -0.4 0.2 0.1
C 0.4 0.2 0.0
H 0.1 -0.2 0.3
H 0.1 -0.5 -0.1
H -0.6 0.3 0.2
H 0.0 -0.1 0.2
H 0.0 -0.1 0.0
H -0.2 -0.1 0.0
C -0.4 -0.8 1.0
C 2.1 1.6 1.2
O -1.0 -0.9 -1.2
N 0.3 -0.3 0.7
H 0.1 0.1 0.5
H -0.4 -0.9 -0.8
C 0.0 0.4 0.0
H -0.3 0.1 -0.5
H -0.3 0.3 0.1
H 0.3 -0.1 -0.3
H 0.1 0.2 0.1
H -0.2 -0.4 -0.2
H 0.1 0.3 -0.2
C -0.6 -1.1 -1.4
C 2.1 0.1 1.0
O -0.9 0.0 -0.3
N -0.3 -0.3 -0.2
H -0.2 0.0 0.2
H -0.3 -0.4 -0.3
C 0.4 0.7 0.3
H 0.3 0.4 0.5
H -0.3 0.2 0.2
H -0.1 0.2 0.5
H -0.1 -0.3 0.0
H -0.2 -0.1 0.0
H 0.2 0.2 -0.3
C -0.5 0.4 1.2
C 1.1 -2.3 -1.3
O -0.5 1.6 0.2
N -1.1 0.9 0.1
H 0.8 0.8 -0.3
H 0.6 -1.1 0.2
C -0.5 -0.2 0.7
H 0.0 -0.1 -0.4
H 0.0 -0.2 -0.3
H 0.2 0.0 0.0
H 0.0 -0.3 -0.9
H 0.1 0.1 -0.1
H 0.0 -0.1 0.1
C -1.9 -2.4 -2.1
O 1.2 0.9 0.1
O 1.4 2.3 0.7
C 0.5 -1.7 0.6
F 0.2 0.7 0.5
F 0.1 -0.1 -0.1
F -0.7 0.5 0.3
C -0.2 -0.7 1.1
C -0.9 1.0 0.5
H 0.4 -0.3 0.2
H 0.1 0.1 -0.4
H -0.2 -0.3 -0.4
H 0.1 0.3 0.2
H -0.1 0.0 -0.2
H -0.2 0.3 -0.4
C 4.1 1.9 -2.3
O -1.6 0.4 0.9
O -2.3 -1.9 1.2
C 0.2 1.1 1.1
F -0.3 0.4 0.3
F 0.0 -0.4 -0.5
F -0.1 -0.2 -0.7
C -0.3 -1.2 0.7
C -0.5 1.6 -0.4
H 0.1 0.2 0.7
H 0.1 -0.6 -0.6
H 0.9 0.0 0.3
H 0.5 -0.3 -0.2
H 0.0 0.1 -0.1
H -0.9 -0.7 -0.2

# 2
Formula: C28H61BrN3O7P2
Source: the Open Molecules 2025 dataset
Level of theory: the ωB97M-V functional and the def2-TZVPD basis

Calculated values
Orbital gap (alpha / beta) ... 6.153 / 7.391 eV
Charge ... +1
Relative energy (zero: lowest compared OMol25 entry of this formula, charge and spin) ... 0.000 eV
2S+1 ... 3
HOMO (alpha / beta) ... -9.5 / -10.7 eV
Expectation value of S² ... 2.0084

Each line ends with the Mulliken charge.
Geometry (Å):
C  1.525819  -3.027924  4.261901  -1.068
C  1.256529  -3.050934  2.766886  0.230
O  2.392870  -2.636189  1.979388  -0.376
P  2.770510  -1.161807  1.555484  0.425
O  2.396673  -0.736591  0.194031  -0.453
C  2.057301  -0.009957  2.780752  0.795
C  2.305375  1.388869  2.198778  -1.403
N  2.095726  2.533686  3.186091  0.264
C  1.060505  2.330852  4.254846  -1.363
C  -0.339289  1.974519  3.727912  1.038
C  -1.053917  0.969501  4.669195  -0.445
C  -2.416035  1.373355  5.282684  -0.718
O  -3.295744  0.308507  4.949690  -0.433
P  3.809878  3.057393  3.849057  0.445
O  3.644357  2.707343  5.420431  -0.448
Br  3.275574  5.168945  3.974821  -0.141
O  4.343963  -1.069773  1.812912  -0.310
C  4.953523  -1.439255  3.059223  0.269
C  6.370503  -1.926045  2.796522  -1.401
H  2.305476  -3.748701  4.530381  0.338
H  0.607368  -3.307417  4.787297  0.426
H  1.831023  -2.043587  4.628732  0.179
H  0.372047  -2.467710  2.481437  -0.078
H  1.064874  -4.078589  2.446510  0.396
H  2.514450  -0.144006  3.769190  0.476
H  0.983854  -0.210594  2.855363  -0.259
H  1.664732  1.556724  1.330198  -0.083
H  3.340508  1.484131  1.848005  0.622
H  1.779588  3.338337  2.642920  0.486
H  1.043977  3.261841  4.831360  0.538
H  1.427661  1.551288  4.923687  0.454
H  -0.938984  2.882326  3.594725  0.864
H  -0.258050  1.516136  2.734481  -1.237
H  -1.278964  0.062781  4.095800  -0.004
H  -0.368583  0.674299  5.472709  0.447
H  -2.781444  2.317126  4.857323  0.237
H  -2.351989  1.492656  6.369280  0.398
H  -3.867982  0.080638  5.684992  0.256
H  3.755854  1.771754  5.634742  0.369
H  4.360911  -2.218589  3.551892  0.183
H  4.963810  -0.552853  3.711727  0.069
H  6.757862  -2.413131  3.698716  0.399
H  7.041007  -1.102750  2.542706  0.316
H  6.370344  -2.663196  1.991339  0.353
C  -3.522867  2.031145  -0.352991  -2.085
C  -2.426046  0.978122  -0.105907  2.056
C  -2.282302  0.039665  -1.308592  -0.911
C  -3.443115  -0.934965  -1.459877  -0.936
C  -3.684576  -1.708973  -0.170436  -1.232
C  -3.865387  -0.814947  1.062188  1.586
N  -2.709207  0.148099  1.125554  0.278
O  -1.662349  -0.309205  1.712884  -0.198
C  -5.199879  -0.062021  1.019804  -1.657
C  -3.892334  -1.681694  2.314095  -1.648
C  -1.116858  1.724394  0.107032  -1.949
H  -3.985706  2.351418  0.580455  0.309
H  -3.075510  2.907532  -0.820532  0.544
H  -4.305739  1.683779  -1.021925  0.368
H  -1.348904  -0.521486  -1.206325  0.172
H  -2.179530  0.648242  -2.209909  0.493
H  -4.350707  -0.406099  -1.763824  0.339
H  -3.218116  -1.634359  -2.266942  0.458
H  -4.573093  -2.338775  -0.261749  0.438
H  -2.837045  -2.377088  0.013146  0.331
H  -5.258777  0.659457  1.835858  0.298
H  -6.003809  -0.786090  1.152237  0.473
H  -5.388146  0.454203  0.086044  0.294
H  -3.040721  -2.358661  2.376057  0.253
H  -4.800544  -2.283598  2.266153  0.524
H  -3.916955  -1.094935  3.229158  0.210
H  -1.196076  2.387373  0.974815  0.412
H  -0.932386  2.338451  -0.774953  0.714
H  -0.275885  1.049583  0.235406  -0.040
C  -0.233996  -1.260890  -7.274037  -1.679
C  -0.424566  0.050853  -6.491589  1.746
C  0.562838  1.125648  -6.962513  -1.271
C  2.003716  0.871340  -6.524635  -0.548
C  2.091986  0.656841  -5.015105  -1.237
C  1.154992  -0.443453  -4.507006  2.071
N  -0.227312  -0.147953  -5.016549  0.544
O  -0.867680  0.697601  -4.294698  -0.561
C  1.646780  -1.827736  -4.943256  -1.888
C  1.091089  -0.432195  -2.985646  -2.400
C  -1.857524  0.527232  -6.706935  -2.000
H  -0.507487  -2.124581  -6.668828  0.307
H  -0.883458  -1.252819  -8.148701  0.484
H  0.783323  -1.401430  -7.633479  0.315
H  0.236129  2.092571  -6.567445  0.410
H  0.497985  1.187219  -8.051818  0.363
H  2.423396  0.014801  -7.058459  0.316
H  2.616745  1.730416  -6.802759  0.378
H  3.112064  0.399067  -4.719166  0.404
H  1.837371  1.591863  -4.506191  0.360
H  0.909126  -2.593157  -4.698582  0.389
H  2.562427  -2.053237  -4.395719  0.442
H  1.878491  -1.900842  -6.001017  0.377
H  0.817667  0.546769  -2.603005  0.317
H  2.062093  -0.700926  -2.569339  0.653
H  0.352367  -1.154963  -2.635638  0.482
H  -2.570935  -0.201349  -6.319280  0.435
H  -2.023938  0.639832  -7.779008  0.480
H  -2.044593  1.481497  -6.222637  0.363

Forces on the atoms, in the same order (eV/Å):
C 0.1 -0.1 0.0
C -0.4 -0.2 -0.1
O 0.3 0.3 0.3
P -0.1 0.1 -0.6
O 0.3 -0.2 0.8
C 0.0 0.3 -0.2
C -0.1 -0.1 0.0
N 0.0 -0.2 -0.1
C -0.2 0.1 0.2
C 0.1 -0.2 0.0
C 0.0 0.0 0.0
C 0.4 -0.2 -0.3
O -0.3 0.0 0.1
P -0.3 -0.1 0.2
O -0.3 0.0 -0.4
Br 0.1 0.2 0.0
O -0.4 0.0 -0.2
C 0.2 -0.1 0.1
C -0.1 0.0 0.2
H -0.1 0.1 -0.1
H 0.1 0.0 -0.1
H -0.1 -0.1 -0.1
H 0.2 0.1 0.1
H 0.0 0.2 0.0
H 0.0 0.0 -0.2
H 0.1 0.0 0.1
H 0.0 -0.1 0.2
H -0.2 0.0 0.0
H 0.1 0.0 -0.1
H 0.0 -0.2 0.0
H 0.0 0.0 -0.2
H 0.1 -0.1 0.1
H -0.1 0.1 0.2
H 0.1 0.2 0.1
H -0.1 0.0 0.0
H 0.0 -0.1 0.0
H 0.0 0.0 -0.1
H -0.1 0.2 0.1
H 0.3 0.0 0.1
H 0.0 0.1 -0.1
H 0.0 -0.1 -0.1
H 0.0 0.1 -0.1
H -0.1 -0.1 -0.1
H 0.0 0.1 0.1
C 0.0 0.0 0.1
C -0.1 0.2 0.1
C 0.0 -0.1 -0.1
C -0.1 0.1 0.0
C 0.1 0.0 -0.1
C -0.2 0.2 0.2
N 0.2 -0.5 -0.5
O -0.1 0.2 0.1
C 0.0 0.0 0.0
C 0.1 -0.2 0.1
C 0.0 0.2 0.1
H 0.0 0.0 0.0
H 0.0 0.0 0.0
H 0.0 0.0 0.0
H 0.0 0.0 0.1
H 0.1 0.0 0.0
H 0.0 0.0 0.0
H 0.0 0.0 0.0
H 0.0 0.0 0.0
H 0.0 0.0 0.0
H 0.0 0.0 0.0
H 0.0 0.0 0.0
H 0.0 0.0 0.0
H 0.0 0.1 -0.1
H 0.0 -0.1 0.0
H 0.0 0.1 -0.1
H 0.0 0.0 -0.1
H 0.0 0.0 0.0
H 0.1 -0.1 0.0
C 0.0 0.0 0.1
C -0.2 -0.2 -0.1
C 0.1 0.1 0.0
C 0.0 -0.1 0.0
C 0.0 0.1 -0.1
C 0.0 -0.3 0.1
N 0.3 0.6 -0.1
O -0.1 -0.3 0.0
C -0.1 0.0 0.0
C 0.1 0.0 0.1
C 0.0 0.1 0.0
H 0.0 0.0 0.0
H 0.0 0.0 0.0
H 0.0 0.0 0.0
H 0.0 0.0 0.0
H 0.0 0.0 0.0
H 0.0 0.0 0.0
H 0.0 0.0 0.0
H 0.0 0.0 0.0
H -0.1 0.0 0.0
H 0.0 0.0 0.0
H 0.0 0.0 0.0
H 0.0 0.0 0.0
H 0.0 0.0 0.0
H 0.0 0.0 0.0
H 0.0 0.0 0.0
H 0.0 0.0 0.0
H 0.0 0.0 0.0
H 0.0 0.0 0.0

no.,E (Ha)
1,-4532.94168
2,-5050.92717